Molecular formula: C3H5NO2
Method: DFT, the ωB97M-V functional and the def2-TZVPD basis

Positions of all 11 atoms, in Å:
1 O 1.616 0.293 0.689
2 C 0.798 -0.452 -0.211
3 C -0.467 0.324 -0.535
4 O -0.364 1.574 -0.185
5 C -1.972 -0.444 -0.007
6 N -3.006 -0.806 -0.457
7 H 2.529 0.297 0.379
8 H 1.304 -0.602 -1.173
9 H 0.563 -1.437 0.201
10 H -1.489 -0.432 0.989
11 H 0.487 1.686 0.310

Forces on the atoms, in the same order (eV/Å):
0.240 0.008 -0.004
-0.206 -0.199 -0.193
0.115 -0.203 -0.017
0.061 0.117 0.090
-0.321 -0.090 -0.202
0.625 0.229 0.237
-0.146 -0.007 0.093
-0.044 0.023 0.106
-0.015 0.146 -0.067
-0.103 -0.083 0.068
-0.204 0.059 -0.110

Properties
HOMO energy (alpha / beta) = -8.19 / -7.90 eV
orbital gap (alpha / beta) = 0.296 / 0.274 Eh
strongest force on any atom = 0.7 eV/Å
LUMO level (alpha / beta) = -0.13 / -0.45 eV
ΔE to the lowest compared entry with this formula, charge and spin = 120.44 kcal per mole

---

Molecular formula: C43H43FeN3O3P2S2
Method: DFT, the ωB97M-V functional and the def2-TZVPD basis

Positions of all 97 atoms, in Å:
1 Fe 10.441 10.986 16.507
2 C 11.184 10.370 21.402
3 C 10.785 10.969 20.177
4 N 10.578 10.339 19.048
5 C 10.770 8.993 19.072
6 C 11.240 8.295 20.225
7 C 11.482 9.036 21.434
8 C 11.462 6.913 20.182
9 C 11.305 6.257 19.003
10 C 10.765 6.913 17.861
11 C 10.504 8.241 17.839
12 N 9.912 9.000 16.833
13 C 8.679 8.556 16.340
14 C 8.089 7.266 16.283
15 C 6.762 7.087 15.854
16 C 5.949 8.131 15.560
17 C 6.461 9.468 15.583
18 C 5.654 10.598 15.424
19 C 6.216 11.825 15.607
20 C 7.526 11.984 16.077
21 N 8.290 10.936 16.303
22 C 7.801 9.668 16.090
23 H 11.338 10.981 22.333
24 H 10.469 11.980 20.209
25 H 11.800 8.584 22.345
26 H 11.875 6.329 21.039
27 H 11.675 5.235 18.886
28 H 10.696 6.338 16.953
29 H 8.688 6.394 16.525
30 H 6.397 6.054 15.798
31 H 4.916 7.958 15.334
32 H 4.611 10.509 15.134
33 H 5.660 12.737 15.401
34 H 7.917 12.964 16.305
35 C 13.853 10.508 18.717
36 P 13.065 10.818 17.071
37 C 13.858 9.600 15.972
38 C 13.910 12.389 16.557
39 C 13.583 13.679 17.292
40 P 12.209 13.680 18.513
41 C 10.794 14.286 17.524
42 C 12.523 15.210 19.408
43 H 14.921 10.441 18.572
44 H 13.520 9.500 19.048
45 H 13.550 11.252 19.419
46 H 14.853 9.325 16.327
47 H 13.905 10.009 14.966
48 H 13.279 8.669 15.982
49 H 13.560 12.457 15.509
50 H 15.001 12.218 16.503
51 H 13.520 14.549 16.649
52 H 14.459 13.875 17.964
53 H 11.064 15.122 16.872
54 H 10.035 14.627 18.213
55 H 10.642 13.239 15.811
56 H 12.609 16.124 18.828
57 H 13.470 15.069 19.910
58 H 11.725 15.362 20.165
59 O 10.297 13.233 16.756
60 S 9.475 15.866 14.582
61 C 9.595 14.378 13.469
62 C 10.675 14.174 12.695
63 C 10.904 12.974 11.840
64 C 9.264 11.574 12.271
65 C 8.240 12.358 13.017
66 C 8.374 13.581 13.545
67 C 10.871 16.971 14.143
68 C 10.695 18.240 13.588
69 C 11.777 18.981 13.176
70 C 13.056 18.523 13.395
71 C 13.256 17.317 14.041
72 C 12.145 16.541 14.408
73 H 11.485 14.934 12.740
74 H 11.793 13.075 11.234
75 H 8.914 10.556 11.984
76 H 7.269 11.882 13.037
77 H 7.541 14.016 14.073
78 H 9.706 18.657 13.336
79 H 11.667 19.917 12.643
80 H 13.893 19.097 13.039
81 H 14.257 16.921 14.191
82 H 12.260 15.575 14.877
83 O 11.231 9.445 7.608
84 C 11.016 10.687 8.064
85 O 11.221 11.662 7.374
86 C 10.583 10.848 9.491
87 C 9.807 11.919 9.727
88 C 9.619 12.531 11.065
89 C 10.750 11.680 12.660
90 S 11.361 11.784 14.389
91 C 11.519 10.669 11.811
92 C 11.425 10.248 10.529
93 H 11.055 8.797 8.281
94 H 9.429 12.440 8.848
95 H 8.980 13.383 10.913
96 H 12.303 10.136 12.394
97 H 12.120 9.443 10.148

Forces on the atoms, in the same order (eV/Å):
0.011 -0.912 0.712
0.728 0.468 0.750
-0.657 -0.484 0.791
-0.019 -0.382 0.410
0.562 -0.955 -0.300
-0.076 0.935 0.902
-1.003 0.641 -1.657
0.845 -1.365 0.307
-0.004 -0.119 -0.636
0.880 -1.201 0.018
-0.552 1.842 0.791
-0.327 -1.324 -0.368
0.004 0.071 1.006
1.288 1.119 -0.249
0.275 -0.656 0.367
0.214 0.758 -0.443
0.736 -1.150 1.765
0.134 0.370 -0.414
-0.505 1.085 0.046
-0.228 -1.080 0.079
-0.138 -0.136 -0.117
-1.003 0.504 -1.479
-0.340 -0.487 -1.221
0.138 0.995 -0.133
0.273 -0.535 0.364
-0.386 0.892 -0.564
-0.470 0.218 0.151
-0.138 -0.037 -0.166
-0.184 0.176 -0.054
-0.002 0.501 0.084
-0.393 0.050 -0.301
0.142 -0.088 -0.054
-0.138 -0.175 0.157
0.222 -0.026 -0.092
-0.563 -1.702 -1.010
-0.208 0.833 0.395
0.197 -0.454 0.402
-0.025 -0.665 -1.302
1.150 0.170 1.374
-0.295 -0.508 -0.129
0.752 0.205 -0.011
-0.117 0.520 0.768
0.436 0.267 0.133
0.106 0.642 0.024
-0.075 0.455 0.496
0.155 0.223 -0.107
-0.065 -0.085 -0.059
-0.107 0.275 -0.156
0.275 0.111 0.367
-0.366 0.083 0.122
-0.020 0.124 -0.363
-0.572 0.040 -0.421
0.012 0.103 0.132
-0.443 0.147 0.205
-0.327 0.301 0.681
-0.078 0.120 -0.371
0.193 0.113 0.439
0.527 -0.124 -0.339
-0.556 -0.788 -1.463
0.403 0.054 -0.761
0.772 1.475 -0.067
-0.085 1.113 0.300
-0.878 0.484 -0.036
-0.501 0.432 -0.906
-0.041 -0.226 0.538
0.407 -0.560 -0.093
-1.220 -0.296 0.161
-1.385 0.108 -0.781
0.217 0.319 -0.002
0.515 -0.355 0.163
-0.296 -0.585 0.006
1.077 0.043 0.073
-0.610 -0.794 -0.092
0.293 -0.037 0.047
0.240 0.782 0.384
-0.146 0.035 0.281
-0.220 0.161 -0.048
0.373 -0.587 0.382
-0.306 0.031 0.120
0.245 0.114 -0.009
-0.118 0.126 0.093
0.238 -0.123 0.006
0.328 0.206 -0.768
-0.023 1.137 -0.073
-0.220 -1.200 0.045
0.260 1.059 0.061
0.693 -0.462 -0.129
0.110 0.044 -0.734
0.816 -0.662 -0.225
0.101 -0.484 -0.753
1.078 -2.018 0.792
0.247 -0.403 0.160
-0.252 -0.414 0.528
-0.106 -0.032 0.298
-0.637 0.150 0.310
-0.615 0.457 -0.365
-0.633 0.989 0.836

Properties
spin multiplicity = 5
HOMO energy (alpha / beta) = -6.81 / -6.91 eV
orbital gap (alpha / beta) = 0.261 / 0.261 Eh
strongest force on any atom = 2.4 eV/Å
LUMO level (alpha / beta) = 0.28 / 0.19 eV
ΔE to the lowest compared entry with this formula, charge and spin = 84.21 kcal per mole

---

Molecular formula: C18H45F6N4O9S2Ti
Method: DFT, the ωB97M-V functional and the def2-TZVPD basis

Positions of all 85 atoms, in Å:
1 Ti 1.319 0.374 -1.079
2 C 0.291 3.534 -3.396
3 F -0.488 4.557 -3.819
4 F 1.065 2.996 -4.320
5 F 1.012 4.007 -2.387
6 S -0.927 2.191 -2.801
7 O -1.190 2.394 -1.383
8 O -2.083 2.369 -3.651
9 N 0.106 0.752 -3.016
10 S -0.622 0.012 -4.167
11 O -1.961 -0.500 -3.843
12 O -0.510 0.704 -5.459
13 C 0.376 -1.640 -4.264
14 F -0.450 -2.614 -4.452
15 F 1.209 -1.561 -5.338
16 F 0.979 -1.809 -3.090
17 C -0.372 -2.036 2.458
18 C 0.507 -1.276 1.433
19 C 1.464 -2.270 0.730
20 O 2.369 -1.463 -0.191
21 C 3.250 -2.337 -0.932
22 N -0.340 -0.602 0.486
23 H -0.996 -1.383 3.068
24 H 0.254 -2.586 3.160
25 H -0.992 -2.797 1.985
26 H 1.078 -0.569 2.035
27 H 0.958 -3.094 0.228
28 H 2.049 -2.817 1.469
29 H 3.915 -1.740 -1.556
30 H 2.710 -3.007 -1.601
31 H 3.844 -2.901 -0.212
32 H -0.879 0.079 1.000
33 H -1.023 -1.276 0.170
34 C 3.937 1.625 1.147
35 C 3.269 2.639 0.216
36 C 3.770 2.525 -1.294
37 O 3.232 1.307 -1.863
38 C 3.507 0.977 -3.260
39 N 1.815 2.363 0.329
40 H 4.084 0.615 0.766
41 H 3.386 1.417 2.064
42 H 4.943 1.999 1.336
43 H 3.373 3.656 0.596
44 H 4.858 2.477 -1.250
45 H 3.377 3.375 -1.852
46 H 3.199 1.693 -4.022
47 H 2.936 0.087 -3.527
48 H 4.543 0.678 -3.420
49 H 1.336 3.016 -0.274
50 H 1.495 2.640 1.246
51 C 0.275 0.869 4.963
52 C -0.237 1.691 3.849
53 C -1.493 2.569 4.290
54 O -2.604 1.858 4.720
55 C -3.052 0.913 3.694
56 N 0.813 2.591 3.337
57 H 1.185 0.336 4.688
58 H -0.455 0.102 5.221
59 H 0.491 1.387 5.898
60 H -0.519 1.010 3.045
61 H -1.851 3.247 3.515
62 H -1.118 3.216 5.082
63 H -2.929 1.257 2.667
64 H -4.110 0.855 3.949
65 H -2.607 -0.077 3.795
66 H 0.535 3.515 3.633
67 H 1.546 2.293 3.965
68 C -1.742 -3.923 -1.171
69 C -2.601 -5.110 -1.623
70 O -3.921 -4.690 -1.535
71 H -2.318 -3.301 -0.486
72 H -1.487 -3.366 -2.073
73 H -0.873 -4.304 -0.634
74 H -2.458 -5.937 -0.927
75 H -2.289 -5.527 -2.581
76 H -4.578 -5.377 -1.667
77 C -3.870 0.655 -0.528
78 C -3.855 -0.879 -0.332
79 O -3.675 -1.077 1.033
80 H -3.882 0.965 -1.573
81 H -2.926 1.027 -0.128
82 H -4.673 1.123 0.042
83 H -3.140 -1.381 -0.984
84 H -4.832 -1.294 -0.577
85 H -3.732 -2.015 1.229

Forces on the atoms, in the same order (eV/Å):
-0.471 0.065 0.426
-1.862 -0.590 0.645
1.078 -0.782 -0.376
-0.025 1.010 -0.178
0.610 0.077 0.103
-0.162 -0.039 0.953
1.026 -0.181 -0.993
1.107 -0.430 0.219
-1.273 3.107 1.619
-2.397 -1.839 -3.374
1.554 0.401 0.009
0.312 -1.205 1.580
-0.559 3.087 -0.997
-0.604 -1.280 -0.254
0.096 -0.467 1.416
1.089 -0.550 0.014
0.794 -0.609 0.196
-0.233 -1.668 0.953
0.798 1.439 -0.149
-1.109 -1.944 0.840
-0.136 0.370 0.425
0.515 0.558 -0.772
-0.027 0.173 -0.323
0.155 -0.027 0.164
-0.202 0.135 -0.214
0.299 0.286 -0.450
-0.343 0.435 -0.757
0.522 0.429 0.193
-0.121 0.257 0.220
-0.222 -0.076 0.163
0.100 -0.188 -0.085
-0.183 0.394 -0.178
-0.288 -0.088 -0.353
1.000 0.047 -0.221
-1.035 -1.356 -0.380
-1.076 -0.474 1.273
0.318 -0.029 -0.883
0.084 -0.263 0.350
-0.011 -0.001 -1.506
-0.244 0.095 -0.777
-0.014 0.703 0.157
0.090 -0.092 0.546
0.897 0.135 -0.260
0.089 0.151 -0.369
0.309 0.095 -0.129
0.064 0.611 0.519
-0.257 -0.041 0.555
0.295 0.401 0.259
-0.363 0.089 -0.375
-0.032 -0.429 0.603
-0.084 -1.323 1.145
-1.805 1.283 -0.690
1.213 -0.370 -0.536
0.155 -1.323 -0.642
-0.827 0.736 1.356
-0.277 -0.478 0.550
0.140 -0.058 -0.191
-0.068 -0.102 0.073
-0.055 0.450 -0.094
-0.238 0.033 -0.154
0.502 0.054 -0.675
-0.185 -0.091 0.444
0.074 0.287 0.071
-0.031 -0.393 -0.486
0.193 0.081 0.140
0.326 0.466 -0.057
0.944 0.806 -0.302
-0.167 -0.658 -0.620
0.704 -0.619 1.274
-1.291 0.803 -0.325
-0.023 -0.052 -0.077
0.302 0.375 0.353
0.245 0.192 -0.247
0.154 -0.215 0.282
-0.175 0.410 -0.434
0.300 -0.244 -0.151
0.687 -0.781 0.038
-1.469 1.351 -1.196
0.951 -0.419 1.504
-0.214 -0.158 0.011
0.055 0.169 0.017
-0.118 -0.139 -0.127
0.380 0.149 0.102
-0.161 -0.015 -0.439
-0.086 -0.108 0.040

Properties
spin multiplicity = 4
HOMO energy (alpha / beta) = -3.84 / -9.13 eV
orbital gap (alpha / beta) = 0.145 / 0.339 Eh
strongest force on any atom = 4.5 eV/Å
LUMO level (alpha / beta) = 0.10 / 0.09 eV
ΔE to the lowest compared entry with this formula, charge and spin = 0.00 kcal per mole

---

Molecular formula: C6H8N2O
Method: DFT, the ωB97M-V functional and the def2-TZVPD basis

Positions of all 17 atoms, in Å:
1 C -1.695 -0.014 1.456
2 C -0.815 1.258 -1.665
3 C -0.895 0.690 0.427
4 C 0.311 -0.063 -0.183
5 C 1.718 0.165 0.544
6 C 0.044 -1.549 -0.310
7 N -2.322 -0.652 2.175
8 N -1.533 1.462 -0.624
9 O 0.298 0.506 -1.543
10 H -1.096 1.650 -2.658
11 H -0.008 1.955 1.247
12 H 2.396 0.533 -0.144
13 H 2.029 -0.825 0.880
14 H 1.754 0.780 1.484
15 H 0.924 -2.199 -0.322
16 H -0.510 -1.868 -1.249
17 H -0.599 -1.828 0.485

Forces on the atoms, in the same order (eV/Å):
0.412 0.913 -1.332
-0.313 -0.065 0.667
2.344 3.586 1.919
0.626 0.254 0.251
-2.283 -1.121 1.584
-0.436 -1.060 -1.896
0.084 0.074 0.160
-0.118 -1.292 0.093
0.161 0.343 -0.029
0.585 -0.227 0.617
-2.277 -2.750 -1.332
1.423 0.769 -1.446
0.286 0.078 -0.171
-0.654 -0.198 -1.162
0.048 0.413 0.215
0.458 0.907 0.937
-0.345 -0.625 0.924

Properties
HOMO energy = -9.49 eV
orbital gap = 0.335 Eh
strongest force on any atom = 4.7 eV/Å
LUMO level = -0.37 eV
ΔE to the lowest compared entry with this formula, charge and spin = 84.87 kcal per mole